[1]
C17H18BClN6O2Pt | ωB97M-V/def2-TZVPD

Computed properties:
Orbital gap (alpha / beta) = 8.1 / 7.8 eV
Spin multiplicity = 3

Each line ends with the Mulliken charge.
CARTESIAN COORDINATES (ANGSTROEM)
H 0.4073 2.6292 0.6664  0.57
N 0.7262 1.5147 -1.0940  -0.27
B 1.3199 0.6933 -3.4606  0.04
N 1.1266 1.7977 -2.3799  -0.12
C 1.2328 3.1338 -2.4894  -0.13
Pt 0.4249 -0.2925 -0.3785  1.33
H 1.4702 3.5701 -3.4423  0.46
C 0.9654 3.7076 -1.2472  -1.12
H 0.9736 4.7439 -0.9775  0.39
C 0.6681 2.6635 -0.3799  0.04
H 1.8203 1.1115 -4.4670  -0.09
C -1.7182 -3.1361 1.2729  -0.86
H -2.0485 -3.3199 2.3016  0.29
H -0.6757 -3.4448 1.1611  0.23
H -2.3691 -3.6913 0.5865  0.32
N -0.1054 0.1176 -3.6953  0.31
N 2.1188 -0.4783 -2.8286  0.06
N -0.7820 -0.3598 -2.6134  -0.34
N 1.8134 -0.9243 -1.5725  -0.28
C -0.8542 -0.0229 -4.8219  -0.23
C 3.1625 -1.1938 -3.2903  -0.14
H -0.4729 0.3034 -5.7852  0.43
H 3.5205 -1.0454 -4.2892  0.46
C -2.0544 -0.6146 -4.4503  -0.92
C 3.5865 -2.0596 -2.2769  -1.07
C -1.9672 -0.8033 -3.0510  -0.27
C 2.7463 -1.8370 -1.1923  0.01
H -2.8752 -0.8662 -5.1029  0.38
H 4.3963 -2.7480 -2.3190  0.41
H -2.6875 -1.2211 -2.3604  0.46
H 2.7314 -2.2223 -0.1936  0.51
H -1.7672 -2.0605 1.0478  0.01
Cl -2.2327 1.4383 7.7627  -0.21
C -1.7184 0.9390 6.2105  0.30
C -0.8431 -0.1494 6.0799  -0.52
C -0.3638 -0.5091 4.8209  -0.38
C -0.7448 0.2296 3.6963  0.23
C -1.6867 1.2519 3.8069  -0.30
C -2.1695 1.6093 5.0671  -0.58
C -0.1186 -0.1102 2.3621  0.65
O 0.7053 -1.0507 2.2675  -0.69
O -0.5174 0.5996 1.3231  -0.96
H -0.5292 -0.7029 6.9524  0.41
H 0.3094 -1.3627 4.7160  0.40
H -2.0379 1.7602 2.9098  0.40
H -2.8859 2.4125 5.1478  0.40

Atomic forces in eV per Å
0.0 0.0 -0.1
1.0 3.6 -0.8
-1.1 -0.4 0.4
-0.3 0.5 1.3
0.0 -0.2 0.6
-2.3 -1.2 1.6
0.1 0.1 0.0
0.1 0.2 -0.3
0.1 0.3 -0.1
0.2 -1.0 -1.7
0.0 0.0 0.1
-0.1 0.2 -0.1
0.1 0.1 -0.2
-0.2 -0.1 0.0
0.2 0.1 0.1
-0.6 -0.2 -0.1
0.1 -0.7 0.9
-0.3 -0.1 -0.3
2.8 -1.6 -0.9
0.1 -0.2 0.9
-0.2 -0.1 1.1
-0.1 -0.1 0.3
0.2 0.1 -0.1
0.1 0.1 0.2
-0.1 0.4 -0.4
0.8 0.4 -0.5
-0.9 1.1 -1.7
0.0 0.0 0.1
0.4 -0.3 -0.1
0.1 0.0 -0.1
-0.1 -0.3 0.1
-0.1 -0.3 0.1
-0.2 0.1 0.5
0.5 -0.5 -1.3
-0.2 0.3 -0.3
-0.2 0.3 0.3
0.3 -0.2 -0.4
0.1 -0.1 0.4
0.2 -0.2 0.0
0.1 -0.7 -0.8
-0.9 1.4 -0.1
0.2 -1.3 1.0
0.0 0.0 0.1
-0.2 0.4 -0.1
0.2 -0.1 0.3
0.0 0.1 0.2

=====

[2]
C26H23N5O6S3SiW | ωB97M-V/def2-TZVPD

Computed properties:
Orbital gap = 7.0 eV

Each line ends with the Mulliken charge.
CARTESIAN COORDINATES (ANGSTROEM)
W -0.1979 0.2586 1.8970  0.93
N 0.7984 -1.3119 3.2158  -0.38
N 0.2468 -2.5880 2.9875  -0.05
C -0.8402 -2.6507 2.1134  -0.10
O -1.5434 -3.6159 2.0385  -0.64
O -0.9300 -1.5728 1.3429  -0.19
H 1.8076 -1.3561 3.0925  0.31
H 0.5818 -0.9809 4.1553  0.44
H 0.1848 -3.1943 3.7911  0.29
C 1.3739 2.6756 -4.4783  -1.66
C 0.6036 2.6950 -3.1894  0.75
C 1.1249 3.3306 -2.0639  -0.82
C 0.4148 3.3681 -0.8779  -0.40
C -0.8250 2.7448 -0.8172  -0.15
C -1.3771 2.1215 -1.9280  -0.44
C -0.6539 2.1010 -3.1072  -0.51
S -1.7675 2.8793 0.6498  1.31
O -3.1412 3.0797 0.3064  -0.71
O -1.0997 3.7559 1.5617  -0.67
N -1.7329 1.3070 1.3777  0.33
C -3.0157 1.0201 2.0571  -0.41
C -2.7987 0.0323 3.2008  0.18
O -3.7153 -0.4197 3.8276  -0.65
O -1.5223 -0.2195 3.4202  -0.65
H 2.4474 2.6495 -4.2946  0.39
H 1.1597 3.5725 -5.0632  0.35
H 1.1037 1.8120 -5.0851  0.37
H 2.0986 3.8020 -2.1165  0.45
H 0.7993 3.8797 -0.0058  0.75
H -2.3574 1.6658 -1.8726  0.54
H -1.0728 1.6082 -3.9755  0.42
H -3.7589 0.6424 1.3565  0.31
H -3.4146 1.9395 2.4893  0.59
S 1.7574 1.1305 0.9892  -0.07
C 2.5173 2.2061 2.1443  -0.05
C 3.7520 2.7950 1.7397  -0.28
N 4.7334 3.2761 1.3828  -0.50
C 1.9269 2.4501 3.3333  1.22
S 0.4321 1.6990 3.7360  -0.34
C 2.5140 3.3209 4.3051  -0.23
N 2.9880 4.0174 5.0859  -0.42
C -3.2046 -1.5591 -3.4207  -0.54
C -3.4893 -1.4473 -2.0672  -0.82
C -2.4657 -1.2429 -1.1521  -0.09
C -1.1423 -1.1253 -1.5747  0.86
C -0.8738 -1.2397 -2.9423  -0.77
C -1.8907 -1.4658 -3.8581  -0.64
Si 0.3636 -0.7689 -0.5244  0.53
C 1.3862 -2.2960 -0.1521  0.93
C 2.7211 -2.2112 0.2592  -0.55
C 3.4407 -3.3515 0.5863  -0.60
C 2.8397 -4.6006 0.4935  -0.56
C 1.5267 -4.7053 0.0608  -0.62
C 0.8079 -3.5624 -0.2596  -0.63
H -4.0037 -1.7247 -4.1317  0.40
H -4.5110 -1.5301 -1.7193  0.43
H -2.7045 -1.1889 -0.0997  0.44
H 0.1461 -1.1418 -3.3022  0.42
H -1.6585 -1.5630 -4.9112  0.44
H 1.1923 0.1368 -1.3668  -0.30
H 3.2119 -1.2461 0.3128  0.46
H 4.4735 -3.2681 0.9006  0.43
H 3.3994 -5.4912 0.7494  0.40
H 1.0562 -5.6765 -0.0204  0.41
H -0.2230 -3.6568 -0.5822  0.38

Atomic forces in eV per Å
-0.2 -0.5 0.5
-0.1 0.0 0.0
0.0 0.0 0.0
0.0 0.0 0.0
0.0 0.0 0.0
0.2 0.2 0.0
0.0 0.0 0.0
0.0 0.0 0.0
0.0 0.0 0.0
0.0 0.0 0.0
0.0 0.0 0.0
0.0 0.0 0.0
0.0 0.0 0.0
0.0 0.0 0.0
0.0 0.0 0.0
0.0 0.0 0.0
0.1 0.1 0.0
0.0 0.0 0.0
0.0 0.0 0.0
0.2 0.0 0.0
0.0 0.0 0.1
-0.2 0.0 -0.1
0.1 0.1 0.0
0.2 0.1 -0.1
0.0 0.0 0.0
0.0 0.0 0.0
0.0 0.0 0.0
0.0 0.0 0.0
0.0 0.0 0.0
0.0 0.0 0.0
0.0 0.0 0.0
0.0 -0.1 0.0
0.0 0.0 0.0
-0.2 0.1 0.0
0.0 -0.1 0.1
0.0 0.1 0.0
0.0 0.0 0.0
0.0 0.0 -0.1
0.1 0.0 -0.1
0.1 0.1 0.0
0.0 0.0 0.0
0.0 0.0 0.0
0.0 0.0 0.0
0.0 0.0 0.0
0.0 0.0 0.0
0.0 0.0 0.0
0.0 0.0 0.0
0.0 0.0 0.0
0.1 0.0 -0.1
0.0 0.0 0.0
0.0 0.0 0.0
0.0 0.0 0.0
0.0 0.0 0.0
0.0 0.0 0.0
0.0 0.0 0.0
0.0 0.0 0.0
0.0 0.0 0.0
0.0 0.0 0.0
0.0 0.0 0.0
0.0 0.0 0.0
0.0 0.0 0.0
0.0 0.0 0.0
0.0 0.0 0.0
0.0 0.0 0.0
0.0 0.0 0.0

=====

Values of ΔE to the lowest compared entry with this formula, charge and spin, in order: 0.00 0.00, all in kcal per mole.
Values of calculated total energy, in order: -47402.209 -89281.122, all in eV.